# 1
92
Properties=species:S:1:pos:R:3 method="wB97M-V/def2-TZVPD" multiplicity=1 e_lumo_ev="-1.2 / -1.2" charge=0 homo_lumo_gap_ev="6.19 / 6.19" homo_energy_ev="-7.412 / -7.412" de_lowest_kcal_mol=35.2
Rh -0.42 0.54 0.36
C 3.95 0.92 0.66
C 2.53 0.76 1.13
N 1.58 0.60 0.16
N 2.04 0.51 -1.06
C 1.25 0.57 -2.09
S -0.46 0.91 -1.94
S 1.98 0.39 -3.66
C 2.15 2.18 -4.10
C 3.30 2.80 -3.37
C 4.55 2.88 -3.98
C 5.61 3.47 -3.32
C 5.44 3.98 -2.04
C 4.21 3.88 -1.42
C 3.14 3.30 -2.08
C 2.24 0.78 2.51
C 3.27 0.85 3.48
C 3.01 0.98 4.83
C 1.70 1.05 5.31
C 0.66 0.92 4.41
C 0.89 0.74 3.03
O -0.14 0.45 2.32
H 3.94 1.17 -0.40
H 4.51 -0.01 0.78
H 4.47 1.71 1.19
H 1.19 2.64 -3.84
H 2.30 2.19 -5.18
H 4.68 2.49 -4.97
H 6.57 3.55 -3.81
H 6.27 4.45 -1.53
H 4.07 4.25 -0.42
H 2.18 3.23 -1.60
H 4.30 0.78 3.17
H 3.84 1.02 5.53
H 1.51 1.15 6.36
H -0.37 0.92 4.74
C -2.43 -1.82 3.78
C -2.11 -2.04 2.30
C -3.30 -1.71 1.45
C -4.32 -2.65 1.39
C -5.51 -2.39 0.74
C -5.67 -1.17 0.11
C -4.67 -0.21 0.11
C -4.87 1.01 -0.74
C -4.31 0.74 -2.14
C -3.47 -0.49 0.79
N -2.48 0.52 0.83
C -2.85 1.65 1.37
C -2.06 2.81 1.36
C -2.32 4.10 1.88
C -1.22 4.87 1.57
C -0.32 4.02 0.87
N -0.83 2.81 0.74
H -1.57 -2.05 4.39
H -3.27 -2.45 4.09
H -2.71 -0.78 3.96
H -1.83 -3.08 2.15
H -1.25 -1.41 2.04
H -4.18 -3.60 1.89
H -6.29 -3.12 0.72
H -6.60 -0.95 -0.40
H -4.37 1.89 -0.34
H -5.93 1.24 -0.81
H -3.24 0.56 -2.08
H -4.50 1.59 -2.79
H -4.78 -0.15 -2.56
H -3.82 1.71 1.85
H -3.20 4.40 2.40
H -1.05 5.90 1.80
H 0.64 4.27 0.47
C -1.69 -4.93 -0.61
C -0.27 -4.52 -0.29
Sb 0.15 -2.39 -0.67
C 0.21 -2.66 -2.84
C -1.10 -2.36 -3.54
C 2.34 -2.49 -0.47
C 2.95 -3.82 -0.88
H -1.85 -5.97 -0.33
H -1.88 -4.84 -1.68
H -2.41 -4.31 -0.07
H 0.43 -5.08 -0.90
H -0.03 -4.72 0.76
H 0.51 -3.70 -2.99
H 1.00 -2.02 -3.23
H -1.91 -2.98 -3.17
H -0.99 -2.52 -4.61
H -1.38 -1.32 -3.38
H 2.59 -2.26 0.56
H 2.72 -1.70 -1.11
H 2.68 -4.61 -0.19
H 4.04 -3.73 -0.88
H 2.64 -4.10 -1.89

# 2
25
Properties=species:S:1:pos:R:3 method="wB97M-V/def2-TZVPD" multiplicity=1 e_lumo_ev=1.6 charge=-1 homo_lumo_gap_ev=5.19 homo_energy_ev=-3.550
Cl -0.04 -0.73 -1.83
C 3.25 -0.64 1.92
Cl 3.82 -1.96 1.01
C 3.63 0.72 1.44
O 3.81 1.00 0.24
C 3.52 1.79 2.45
Cl 4.19 3.33 2.09
C 2.72 1.59 3.56
Cl 2.57 2.85 4.71
C 1.98 0.38 3.70
Cl 0.84 0.18 4.95
C 2.17 -0.69 2.78
Cl 0.94 -1.89 2.62
C -1.33 -0.54 -2.98
C -2.08 0.77 -2.73
O -1.62 1.85 -3.05
N -3.32 0.68 -2.12
C -4.05 -0.45 -1.79
O -5.13 -0.46 -1.23
N -3.41 -1.65 -2.16
C -2.18 -1.83 -2.78
O -1.73 -2.91 -3.11
H -0.85 -0.44 -3.96
H -3.83 1.55 -1.92
H -3.87 -2.50 -1.81

# 3
67
Properties=species:S:1:pos:R:3 method="wB97M-V/def2-TZVPD" multiplicity=1 e_lumo_ev=-3.2 charge=+1 homo_lumo_gap_ev=6.20 homo_energy_ev=-9.420 de_lowest_kcal_mol=5.6
Bi -0.90 0.89 -2.06
C 0.52 4.93 -0.15
C 0.17 3.96 -1.23
N -0.99 3.44 -1.40
N -2.09 3.72 -0.68
C -3.29 3.21 -1.04
N -4.34 3.53 -0.29
S -3.46 2.21 -2.37
C 1.17 3.54 -2.21
C 2.52 3.89 -2.11
C 3.38 3.52 -3.13
C 2.88 2.81 -4.22
C 1.54 2.47 -4.21
N 0.72 2.81 -3.23
H 0.92 4.39 0.71
H -0.34 5.52 0.17
H 1.29 5.62 -0.50
H -2.04 4.33 0.14
H -4.26 4.09 0.55
H -5.24 3.12 -0.49
H 2.90 4.43 -1.26
H 4.43 3.77 -3.08
H 3.52 2.53 -5.04
H 1.10 1.92 -5.02
S -3.63 -4.47 2.36
C -3.09 -3.32 1.35
S -3.33 -1.60 1.64
C -2.35 -1.04 0.30
C -1.81 -1.99 -0.50
S -0.71 -1.69 -1.81
S -2.19 -3.65 -0.11
S -2.10 0.68 0.18
C -2.25 -2.11 5.63
O -1.31 -1.79 4.62
C -0.75 -2.81 3.93
C -0.78 -4.14 4.32
C -0.25 -5.12 3.49
C 0.29 -4.78 2.26
C 0.36 -3.45 1.87
C -0.12 -2.46 2.71
N -0.15 -1.09 2.41
C 0.48 -0.33 1.55
C 1.60 -0.56 0.72
C 2.59 -1.52 1.00
C 3.72 -1.61 0.24
C 3.88 -0.77 -0.87
C 2.92 0.17 -1.19
C 1.77 0.32 -0.40
O 0.88 1.24 -0.67
H -3.01 -2.78 5.26
H -2.70 -1.16 5.92
H -1.76 -2.55 6.50
H -1.22 -4.43 5.25
H -0.27 -6.15 3.81
H 0.65 -5.54 1.59
H 0.75 -3.19 0.90
H -0.86 -0.63 2.98
H 0.07 0.67 1.44
H 2.48 -2.14 1.88
H 4.48 -2.33 0.48
H 4.76 -0.85 -1.48
H 3.05 0.82 -2.04
Cl 1.30 -0.85 -4.16
C -0.05 -1.44 -5.15
Cl -1.33 -0.21 -5.24
H -0.46 -2.33 -4.66
H 0.31 -1.65 -6.15

# 4
45
Properties=species:S:1:pos:R:3 method="wB97M-V/def2-TZVPD" multiplicity=3 s2=2.20 e_lumo_ev="-10.3 / -13.5" charge=+3 homo_lumo_gap_ev="6.48 / 3.25" homo_energy_ev="-16.794 / -16.733"
Mo 0.67 -1.32 1.29
C 5.14 0.03 -2.13
S 3.96 -1.30 -2.11
C 3.08 -1.15 -0.61
S 1.86 -2.46 -0.31
N 3.31 -0.28 0.33
N 2.49 -0.41 1.42
C 2.90 -0.12 2.59
C 2.00 -0.35 3.69
C 2.32 0.00 5.00
C 1.44 -0.37 6.01
C 0.27 -1.01 5.72
C -0.04 -1.30 4.32
N 0.84 -0.96 3.39
H 5.74 -0.32 -2.98
H 4.67 1.05 -2.42
H 5.79 0.17 -1.31
H 3.94 0.26 2.61
H 3.18 0.63 5.23
H 1.78 -0.07 7.03
H -0.53 -1.18 6.40
H -0.96 -1.73 4.03
C -1.52 1.52 0.58
As -0.90 -0.06 -0.53
C 0.23 0.47 -2.02
C -2.16 -1.24 -1.51
C -2.96 -0.32 -2.36
C -2.51 0.02 -3.65
C -3.18 0.93 -4.45
C -4.36 1.52 -3.95
C -4.84 1.18 -2.65
C -4.12 0.27 -1.85
H -0.80 2.32 0.38
H -1.48 1.30 1.65
H -2.57 1.81 0.20
H -0.31 1.05 -2.79
H 0.63 -0.38 -2.58
H 1.13 1.01 -1.63
H -2.78 -1.73 -0.72
H -1.51 -2.01 -2.06
H -1.71 -0.45 -4.07
H -2.78 1.23 -5.39
H -4.98 2.19 -4.57
H -5.80 1.59 -2.33
H -4.56 -0.05 -0.88

# 5
10
Properties=species:S:1:pos:R:3 method="wB97M-V/def2-TZVPD" multiplicity=1 e_lumo_ev="0.1 / 0.1" charge=0 homo_lumo_gap_ev="8.86 / 8.86" homo_energy_ev="-8.725 / -8.726" de_lowest_kcal_mol=83.5
N 1.45 -0.17 -0.15
C 0.18 0.19 -0.30
C -0.48 1.30 0.34
N -1.34 0.55 0.89
C -0.93 -0.87 -0.35
O -0.72 -2.00 0.05
H 1.69 -1.13 -0.33
H 2.13 0.38 0.36
H -0.24 2.34 0.52
H -1.75 -0.59 -1.03

# 6
99
Properties=species:S:1:pos:R:3 method="wB97M-V/def2-TZVPD" multiplicity=2 s2=0.76 e_lumo_ev="2.3 / 1.8" charge=-1 homo_lumo_gap_ev="5.93 / 6.58" homo_energy_ev="-3.654 / -4.801"
Hg -0.53 -1.03 0.34
C 0.95 1.58 -1.97
Si 1.45 2.45 -0.39
C 3.31 2.78 -0.52
C 3.84 4.06 -0.70
C 5.20 4.27 -0.85
C 6.07 3.20 -0.83
C 5.57 1.92 -0.65
C 4.21 1.69 -0.49
P 3.50 0.00 -0.23
C 4.72 -1.07 -1.09
C 5.15 -2.26 -0.52
C 5.93 -3.16 -1.25
C 6.28 -2.88 -2.56
C 5.85 -1.69 -3.14
C 5.07 -0.80 -2.42
C 3.91 -0.32 1.53
C 5.19 -0.15 2.06
C 5.43 -0.44 3.40
C 4.40 -0.89 4.21
C 3.13 -1.05 3.69
C 2.88 -0.76 2.35
C 0.24 3.87 -0.15
C 0.43 5.22 -0.44
C -0.56 6.16 -0.18
C -1.76 5.76 0.38
C -1.97 4.42 0.66
C -1.00 3.47 0.39
P -1.28 1.67 0.72
C -2.23 1.49 2.27
C -3.08 0.39 2.41
C -3.80 0.22 3.59
C -3.67 1.13 4.63
C -2.82 2.22 4.49
C -2.09 2.39 3.32
C -2.77 1.48 -0.46
C -4.04 2.01 -0.19
C -5.08 1.87 -1.10
C -4.88 1.19 -2.30
C -3.64 0.64 -2.56
C -2.60 0.78 -1.65
H 1.64 1.89 -2.77
H -0.06 1.85 -2.26
H 1.01 0.50 -1.86
H 3.19 4.92 -0.72
H 5.58 5.28 -1.00
H 7.14 3.35 -0.95
H 6.26 1.08 -0.64
H 4.88 -2.50 0.50
H 6.25 -4.08 -0.79
H 6.88 -3.58 -3.13
H 6.11 -1.46 -4.17
H 4.73 0.11 -2.89
H 6.00 0.21 1.44
H 6.43 -0.30 3.81
H 4.59 -1.12 5.25
H 2.31 -1.39 4.32
H 1.88 -0.85 1.95
H 1.35 5.56 -0.89
H -0.39 7.20 -0.42
H -2.53 6.49 0.60
H -2.92 4.12 1.10
H -3.19 -0.33 1.61
H -4.45 -0.64 3.69
H -4.23 0.99 5.54
H -2.70 2.92 5.30
H -1.41 3.22 3.22
H -4.24 2.50 0.75
H -6.06 2.28 -0.87
H -5.70 1.06 -2.99
H -3.48 0.07 -3.47
H -1.64 0.32 -1.86
Br -9.45 -2.38 -1.48
C -7.58 -2.57 -1.18
C -6.88 -1.53 -0.60
C -5.52 -1.67 -0.39
C -4.86 -2.84 -0.76
C -5.58 -3.87 -1.34
C -6.95 -3.75 -1.56
C -3.35 -2.99 -0.54
O -2.80 -3.98 -1.05
O -2.82 -2.06 0.14
H -7.39 -0.61 -0.32
H -4.94 -0.87 0.06
H -5.05 -4.76 -1.64
H -7.52 -4.55 -2.01
I 0.57 -2.32 -2.97
C 0.31 -3.98 -1.71
C 0.24 -5.25 -2.26
C 0.00 -6.30 -1.39
C -0.15 -6.04 -0.04
C -0.05 -4.73 0.39
N 0.19 -3.72 -0.43
H 0.35 -5.40 -3.32
H -0.07 -7.31 -1.77
H -0.36 -6.83 0.67
H -0.16 -4.47 1.44
O 0.21 1.65 1.83
O 1.43 1.67 1.09

# 7
8
Properties=species:S:1:pos:R:3 method="wB97M-V/def2-TZVPD" multiplicity=1 e_lumo_ev=-0.5 charge=0 homo_lumo_gap_ev=8.38 homo_energy_ev=-8.890 de_lowest_kcal_mol=60.3
B 0.13 0.58 0.31
C -1.21 -0.38 -0.23
S 2.47 1.06 -0.04
Cl 3.27 -0.78 -0.23
H -1.16 -1.30 0.42
H -0.21 1.37 1.03
H -1.06 -0.60 -1.32
H -2.24 0.06 0.06

# 8
53
Properties=species:S:1:pos:R:3 method="wB97M-V/def2-TZVPD" multiplicity=1 e_lumo_ev=-4.0 charge=+1 homo_lumo_gap_ev=6.44 homo_energy_ev=-10.415 de_lowest_kcal_mol=57.9
Zr 0.53 0.15 0.07
N 1.72 2.28 0.68
C 0.85 2.45 1.80
C 1.23 2.59 3.11
C 0.25 2.71 4.11
C -1.08 2.76 3.81
C -1.50 2.62 2.47
C -2.84 2.71 2.03
C -3.13 2.57 0.70
C -2.10 2.20 -0.19
N -0.84 2.07 0.18
C -0.52 2.38 1.48
H 2.69 2.20 0.95
H 1.62 3.04 0.02
H 2.28 2.62 3.37
H 0.58 2.81 5.14
H -1.82 2.92 4.58
H -3.62 2.91 2.74
H -4.14 2.67 0.32
H -2.32 1.97 -1.22
C -1.10 -0.92 -5.88
C -0.80 -1.00 -4.41
C 0.40 -1.53 -3.96
C 0.72 -1.63 -2.61
C 1.94 -2.45 -2.26
C -0.17 -1.09 -1.63
Te 0.12 -2.97 1.08
C -1.46 -0.73 -2.10
C -2.65 -0.64 -1.16
C -1.75 -0.66 -3.46
H -0.21 -0.64 -6.45
H -1.88 -0.18 -6.08
H -1.45 -1.88 -6.25
H 1.11 -1.91 -4.69
H 2.61 -2.52 -3.12
H 1.61 -3.46 -2.02
H 2.50 -2.07 -1.42
H -2.42 -0.29 -0.16
H -3.04 -1.65 -1.02
H -3.46 -0.04 -1.59
H -2.74 -0.36 -3.77
C 4.68 -1.17 1.19
O 3.39 -0.81 1.76
C 2.46 -0.45 0.93
O 2.67 -0.31 -0.30
H 4.57 -2.03 0.54
H 5.31 -1.41 2.04
H 5.09 -0.33 0.63
Se -2.84 -4.03 3.67
Sb -0.94 -3.08 4.56
Se 1.19 -3.64 3.25
Se -0.45 -1.87 6.47
Se -0.83 -0.86 2.06

# 9
55
Properties=species:S:1:pos:R:3 method="wB97M-V/def2-TZVPD" multiplicity=3 s2=2.01 e_lumo_ev="2.4 / 2.3" charge=-1 homo_lumo_gap_ev="3.84 / 5.26" homo_energy_ev="-1.478 / -2.915"
O 0.84 -0.34 -2.09
C 1.08 0.86 -2.90
C 1.04 0.13 -4.23
H 2.04 1.32 -2.64
H 0.28 1.61 -2.81
C 0.85 -1.12 -3.34
H 1.98 0.15 -4.80
H 0.18 0.42 -4.86
C 2.02 -2.08 -3.40
H 2.98 -1.55 -3.31
H 2.02 -2.62 -4.36
H 1.95 -2.83 -2.60
C -0.45 -1.89 -3.53
H -1.31 -1.21 -3.57
H -0.58 -2.61 -2.71
H -0.41 -2.45 -4.48
Ti 0.30 -0.43 1.12
C -1.24 -0.84 2.77
C -0.83 0.61 2.95
C -1.93 1.41 2.39
H -0.58 1.00 4.34
C -2.87 0.53 1.86
C -2.44 -0.83 2.06
H -3.02 -1.71 1.79
H -0.86 -1.59 3.46
H -1.98 2.49 2.52
H -3.83 0.82 1.42
C 1.44 -1.87 2.36
C 0.64 -2.58 1.40
C 1.10 -2.23 0.09
H -0.16 -3.28 1.61
C 2.17 -1.26 0.24
C 2.36 -1.02 1.63
H 3.12 -0.37 2.07
H 1.42 -1.99 3.44
H 0.77 -2.69 -0.83
H 2.78 -0.86 -0.56
O -0.42 0.97 -0.21
C -1.58 1.04 -1.13
C -1.99 2.49 -1.17
H -2.33 0.35 -0.74
H -1.21 0.69 -2.10
C -0.88 3.29 -0.47
H -2.96 2.62 -0.67
H -2.09 2.79 -2.23
C 0.16 2.31 0.06
H -1.27 3.79 0.42
H -0.42 4.06 -1.11
H 0.30 2.41 1.14
H 1.15 2.34 -0.44
O -0.46 1.17 5.38
Cl 0.95 0.36 5.79
O 0.86 0.34 7.24
O 0.83 -0.98 5.19
O 0.47 0.85 2.55

no.,calculated total energy (Ha)
1,-2878.9056
2,-3554.6128
3,-4953.9672
4,-3923.8321
5,-301.3542
6,-6243.7207
7,-923.6338
8,-11196.2315
9,-2501.5438